P | Molecular formula: C24H25N4O4PRuS
Method: DFT, ωB97M-V with the def2-TZVPD basis set

Element x y z (Å)
1 Ru -0.674 -1.081 0.448
2 N -2.246 -0.146 1.549
3 N -1.823 0.053 2.885
4 C -0.961 -0.938 3.391
5 O -0.834 -1.035 4.601
6 O -0.374 -1.608 2.465
7 H -2.645 0.716 1.196
8 H -2.932 -0.962 1.449
9 H -2.561 0.276 3.539
10 O 1.413 -2.452 -2.617
11 C 1.465 -1.529 -1.826
12 O 1.189 -1.561 -0.561
13 C 1.939 -0.161 -2.282
14 C 2.691 -0.035 -3.441
15 C 3.199 1.199 -3.813
16 C 2.975 2.310 -3.008
17 C 2.199 2.195 -1.865
18 C 1.654 0.964 -1.511
19 P 0.565 0.790 -0.060
20 C 1.735 0.991 1.332
21 C 2.125 2.256 1.769
22 C 2.974 2.392 2.855
23 C 3.456 1.263 3.505
24 C 3.083 0.003 3.068
25 C 2.221 -0.138 1.991
26 C -0.381 2.354 0.010
27 C -0.745 3.064 -1.131
28 C -1.609 4.148 -1.044
29 C -2.127 4.530 0.184
30 C -1.803 3.801 1.322
31 C -0.948 2.715 1.235
32 H 2.878 -0.928 -4.024
33 H 3.786 1.292 -4.718
34 H 3.399 3.269 -3.276
35 H 2.036 3.064 -1.239
36 H 1.753 3.144 1.273
37 H 3.251 3.380 3.199
38 H 4.109 1.370 4.362
39 H 3.451 -0.880 3.575
40 H 1.914 -1.120 1.667
41 H -0.350 2.777 -2.098
42 H -1.878 4.693 -1.940
43 H -2.791 5.382 0.250
44 H -2.222 4.077 2.282
45 H -0.714 2.142 2.125
46 S -3.529 -2.897 1.149
47 C -2.485 -3.163 -0.330
48 N -3.227 -3.939 -1.326
49 C -2.266 -4.655 -2.157
50 C -1.148 -4.990 -1.164
51 N -1.359 -4.075 -0.045
52 H -3.877 -3.356 -1.834
53 H -1.874 -4.053 -2.990
54 H -2.728 -5.554 -2.570
55 H -0.164 -4.865 -1.626
56 H -1.236 -6.024 -0.816
57 H -0.522 -3.610 0.278
58 C -2.045 -1.801 -0.851
59 H -1.499 -1.934 -1.802
60 H -2.883 -1.119 -0.993

Values from the calculation:
⟨S²⟩: 0.755
2S+1: 2
Charge: -1
Frontier orbital gap (spin up / spin down) in eV: 5.835 / 5.810


Q | Molecular formula: C24H25N4O4PRuS
Method: DFT, ωB97M-V with the def2-TZVPD basis set

Element x y z (Å)
1 Ru 0.263 0.012 -0.160
2 N -1.916 -0.917 0.745
3 N -2.284 -0.195 1.893
4 C -1.574 1.021 2.179
5 O -2.113 1.796 2.945
6 O -0.436 1.109 1.652
7 H -2.566 -0.801 -0.036
8 H -1.769 -1.901 0.962
9 H -3.281 -0.116 2.069
10 O -2.815 1.739 -1.757
11 C -1.752 1.230 -2.102
12 O -0.620 1.408 -1.533
13 C -1.722 0.383 -3.352
14 C -2.582 0.721 -4.389
15 C -2.567 0.030 -5.585
16 C -1.686 -1.039 -5.753
17 C -0.851 -1.409 -4.726
18 C -0.871 -0.726 -3.499
19 P 0.191 -1.336 -2.172
20 C -0.018 -3.126 -2.286
21 C -1.281 -3.658 -2.591
22 C -1.568 -4.985 -2.372
23 C -0.605 -5.824 -1.815
24 C 0.641 -5.307 -1.483
25 C 0.930 -3.975 -1.689
26 C 1.841 -0.953 -2.851
27 C 2.319 0.340 -2.596
28 C 3.488 0.778 -3.179
29 C 4.193 -0.058 -4.035
30 C 3.713 -1.333 -4.308
31 C 2.538 -1.775 -3.735
32 H -3.265 1.542 -4.229
33 H -3.233 0.318 -6.385
34 H -1.664 -1.580 -6.690
35 H -0.177 -2.247 -4.846
36 H -2.030 -3.006 -3.019
37 H -2.547 -5.369 -2.623
38 H -0.837 -6.862 -1.627
39 H 1.387 -5.960 -1.051
40 H 1.895 -3.572 -1.415
41 H 1.747 0.991 -1.929
42 H 3.858 1.770 -2.964
43 H 5.107 0.287 -4.493
44 H 4.267 -1.984 -4.970
45 H 2.159 -2.767 -3.942
46 S 1.869 -0.322 3.277
47 C 2.485 -0.266 1.562
48 N 3.933 -0.390 1.609
49 C 4.515 0.511 0.643
50 C 3.528 1.679 0.660
51 N 2.248 1.049 0.944
52 H 4.245 -1.349 1.538
53 H 4.596 0.085 -0.372
54 H 5.511 0.810 0.985
55 H 3.498 2.193 -0.301
56 H 3.807 2.390 1.445
57 H 1.645 1.623 1.535
58 C 1.769 -1.314 0.715
59 H 1.370 -2.132 1.326
60 H 2.483 -1.719 -0.017

Values from the calculation:
⟨S²⟩: 0.808
2S+1: 2
Charge: -1
Frontier orbital gap (spin up / spin down) in eV: 4.544 / 4.871


Which one is most stable, and which one is least stable? P is the most stable of them, while Q is the least stable.


P | Molecular formula: C30H25FIrN3O8S3
Method: DFT, ωB97M-V with the def2-TZVPD basis set

Element x y z (Å)
1 Ir -0.015 0.611 1.611
2 C -4.203 1.757 1.545
3 C -2.751 1.888 1.899
4 N -1.840 1.414 1.104
5 N -2.236 1.174 -0.216
6 C -1.221 1.300 -0.992
7 S 0.418 1.588 -0.392
8 S -1.557 1.041 -2.713
9 C -0.351 2.178 -3.468
10 C -0.845 3.596 -3.530
11 C -1.464 4.083 -4.677
12 C -1.959 5.378 -4.723
13 C -1.844 6.204 -3.614
14 C -1.232 5.725 -2.463
15 C -0.734 4.431 -2.420
16 C -2.327 2.693 3.022
17 C -3.265 3.525 3.660
18 C -2.911 4.430 4.630
19 C -1.558 4.514 5.006
20 C -0.616 3.719 4.420
21 C -0.952 2.778 3.403
22 O 0.000 2.026 3.002
23 H -4.345 0.869 0.938
24 H -4.566 2.617 0.977
25 H -4.776 1.669 2.465
26 H -0.159 1.785 -4.466
27 H 0.567 2.100 -2.886
28 H -1.566 3.433 -5.540
29 H -2.440 5.740 -5.624
30 H -2.233 7.215 -3.645
31 H -1.148 6.357 -1.589
32 H -0.270 4.052 -1.516
33 H -4.304 3.466 3.361
34 H -3.658 5.056 5.101
35 H -1.259 5.214 5.780
36 H 0.421 3.728 4.727
37 C 4.852 -4.523 -0.996
38 C 3.650 -5.049 -0.216
39 C 3.023 -6.287 -0.842
40 C 2.431 -5.961 -2.206
41 C 1.519 -4.764 -2.111
42 C 0.543 -4.539 -3.059
43 C -0.297 -3.439 -2.948
44 F -1.225 -3.256 -3.919
45 C -0.220 -2.564 -1.903
46 C 0.761 -2.772 -0.928
47 C 0.849 -1.846 0.212
48 O -0.121 -1.106 0.435
49 C 2.040 -1.937 1.004
50 C 2.836 -3.016 0.823
51 N 2.629 -4.009 -0.081
52 C 1.643 -3.856 -1.041
53 C 2.562 -0.887 1.984
54 O 3.592 -1.165 2.588
55 O 1.983 0.244 1.963
56 H 5.591 -5.314 -1.141
57 H 5.323 -3.702 -0.457
58 H 4.547 -4.146 -1.973
59 H 3.967 -5.296 0.799
60 H 2.232 -6.647 -0.180
61 H 3.777 -7.073 -0.917
62 H 1.869 -6.815 -2.589
63 H 3.232 -5.768 -2.926
64 H 0.422 -5.217 -3.895
65 H -0.886 -1.715 -1.819
66 H 3.701 -3.109 1.469
67 O -2.002 -0.230 3.981
68 S -0.734 -0.752 4.580
69 O -1.011 -1.917 5.431
70 O -0.007 0.282 5.323
71 O 0.128 -1.205 3.378

Values from the calculation:
2S+1: 1
Charge: -2
Frontier orbital gap in eV: 4.516


Q | Molecular formula: C30H25FIrN3O8S3
Method: DFT, ωB97M-V with the def2-TZVPD basis set

Element x y z (Å)
1 Ir -0.220 -0.713 -0.494
2 C -3.020 1.776 1.594
3 C -2.499 0.571 0.816
4 N -1.262 0.846 0.198
5 N -1.227 2.064 -0.469
6 C -0.500 2.085 -1.508
7 S 0.317 0.726 -2.284
8 S -0.203 3.657 -2.334
9 C -0.657 4.788 -0.985
10 C 0.432 4.957 0.040
11 C 1.328 6.019 -0.024
12 C 2.354 6.149 0.904
13 C 2.498 5.209 1.914
14 C 1.609 4.144 1.987
15 C 0.582 4.016 1.062
16 C -2.516 -0.685 1.711
17 C -3.752 -1.116 2.177
18 C -3.887 -2.190 3.049
19 C -2.743 -2.866 3.459
20 C -1.506 -2.493 2.964
21 C -1.369 -1.430 2.057
22 O -0.190 -1.146 1.537
23 H -2.234 2.104 2.274
24 H -3.903 1.502 2.171
25 H -3.268 2.584 0.910
26 H -1.545 4.355 -0.528
27 H -0.915 5.740 -1.452
28 H 1.225 6.749 -0.821
29 H 3.045 6.981 0.832
30 H 3.305 5.298 2.630
31 H 1.716 3.396 2.764
32 H -0.101 3.175 1.108
33 H -4.638 -0.597 1.829
34 H -4.869 -2.502 3.385
35 H -2.818 -3.705 4.144
36 H -0.606 -3.037 3.227
37 C 6.080 -3.856 1.595
38 C 6.404 -2.750 0.597
39 C 7.473 -1.831 1.169
40 C 7.684 -0.614 0.284
41 C 6.391 0.144 0.190
42 C 6.330 1.514 0.106
43 C 5.101 2.158 -0.024
44 F 5.113 3.503 -0.125
45 C 3.923 1.468 -0.070
46 C 3.970 0.073 0.033
47 C 2.701 -0.694 -0.085
48 O 1.649 -0.051 -0.005
49 C 2.844 -2.111 -0.303
50 C 4.066 -2.650 -0.095
51 N 5.192 -1.979 0.262
52 C 5.188 -0.589 0.177
53 C 1.754 -3.073 -0.800
54 O 2.088 -4.259 -0.886
55 O 0.657 -2.559 -1.141
56 H 7.007 -4.333 1.920
57 H 5.434 -4.624 1.177
58 H 5.578 -3.432 2.467
59 H 6.787 -3.202 -0.327
60 H 8.391 -2.409 1.288
61 H 7.154 -1.501 2.163
62 H 7.995 -0.944 -0.713
63 H 8.474 0.032 0.672
64 H 7.238 2.106 0.113
65 H 2.967 1.960 -0.209
66 H 4.145 -3.723 -0.225
67 O -4.351 -1.338 -1.843
68 S -3.186 -0.585 -1.461
69 O -2.670 0.292 -2.469
70 O -2.112 -1.492 -0.861
71 O -3.614 0.324 -0.211

Values from the calculation:
2S+1: 1
Charge: -2
Frontier orbital gap in eV: 4.457


Which one is most stable, and which one is least stable? Q is the most stable of them, while P is the least stable.


P | Molecular formula: C2H10NOS2
Method: DFT, ωB97M-V with the def2-TZVPD basis set

Element x y z (Å)
1 N 0.298 0.036 0.604
2 C 0.373 -0.335 -0.825
3 C -0.891 -0.126 -1.671
4 S -1.834 -1.674 -1.889
5 S -2.151 -2.095 0.114
6 H 0.402 1.046 0.734
7 H 1.147 -0.277 1.091
8 H -0.537 -0.371 1.020
9 H 0.710 -1.357 -0.945
10 H 1.151 0.199 -1.317
11 H -1.558 0.649 -1.316
12 H -0.573 0.264 -2.628
13 H -1.379 -3.178 0.329
14 H 1.069 2.732 1.825
15 H 2.303 2.472 2.532
16 O 1.471 2.017 2.342

Values from the calculation:
2S+1: 1
Charge: +1
Frontier orbital gap in eV: 9.458


Q | Molecular formula: C2H10NOS2
Method: DFT, ωB97M-V with the def2-TZVPD basis set

Element x y z (Å)
1 N 1.532 0.218 -1.419
2 C 0.042 -0.022 -1.593
3 C -0.834 0.622 -0.309
4 S -0.931 -0.221 1.368
5 S -0.777 -2.199 1.083
6 H 1.730 1.301 -1.577
7 H 2.058 -0.372 -2.042
8 H 1.850 0.224 -0.370
9 H -0.131 -1.094 -1.830
10 H -0.320 0.543 -2.412
11 H -0.516 1.610 0.015
12 H -1.955 0.608 -0.665
13 H -1.784 -2.768 0.674
14 H 1.849 4.202 -1.291
15 H 2.355 3.405 -0.146
16 O 2.029 3.243 -1.028

Values from the calculation:
2S+1: 1
Charge: +1
Frontier orbital gap in eV: 9.110


Which one is most stable, and which one is least stable? P is the most stable of them, while Q is the least stable.


P | Molecular formula: CH3N5O
Method: DFT, ωB97M-V with the def2-TZVPD basis set

Element x y z (Å)
1 H 2.293 0.451 -0.417
2 N 2.111 -0.584 -0.093
3 C 0.799 -0.689 0.023
4 N -0.047 -1.787 0.514
5 N -1.231 -1.521 0.367
6 N -1.425 -0.222 -0.568
7 N -0.128 0.429 -0.353
8 O -0.346 1.367 0.777
9 H -2.421 0.357 -0.556
10 H 0.395 2.199 0.305

Values from the calculation:
2S+1: 1
Structure (SMILES): [H]/N=c1/nn[nH]n1O
Frontier orbital gap in eV: 9.169


Q | Molecular formula: CH3N5O
Method: DFT, ωB97M-V with the def2-TZVPD basis set

Element x y z (Å)
1 H 0.940 2.171 -0.016
2 N 1.198 1.196 0.082
3 C 0.178 0.438 -0.062
4 N -1.170 0.609 -0.140
5 N -1.846 -0.560 0.081
6 N -1.008 -1.528 0.050
7 N 0.192 -0.915 -0.125
8 O 1.244 -1.741 -0.060
9 H -1.744 1.502 -0.040
10 H 2.016 -1.171 0.231

Values from the calculation:
2S+1: 1
Structure (SMILES): [H]/N=c1\[nH]nnn1O
Frontier orbital gap in eV: 9.554


Which one is most stable, and which one is least stable? Q is the most stable of them, while P is the least stable.